No. 1
A structure of composition C6H13N4NaOS3, computed with ωB97M-V/def2-TZVPD.

Last column: natural (NBO) charge in e.
Atoms and positions in Å:
Na: 1.69 0.89 -0.56  0.862
N: -0.74 -1.74 -1.90  -0.865
C: -1.60 -1.41 -0.77  -0.229
C: -1.91 0.08 -0.73  -0.220
N: -0.81 0.91 -0.24  -0.674
C: -0.85 1.29 1.16  -0.225
C: -0.13 0.31 2.09  -0.230
N: 1.30 0.23 1.79  -0.930
H: -0.49 -2.72 -1.85  0.371
H: 0.16 -1.28 -1.79  0.382
H: -1.16 -1.72 0.19  0.191
H: -2.55 -1.95 -0.89  0.156
H: -2.81 0.25 -0.12  0.145
H: -2.14 0.39 -1.75  0.193
H: -0.69 1.75 -0.80  0.402
H: -1.90 1.40 1.51  0.143
H: -0.37 2.26 1.25  0.208
H: -0.59 -0.68 2.02  0.190
H: -0.30 0.67 3.12  0.160
H: 1.53 -0.73 1.48  0.418
H: 1.86 0.42 2.61  0.350
S: 2.87 -4.36 -1.48  -0.380
C: 2.41 -2.89 -0.76  -0.485
S: 2.85 -1.39 -1.53  -0.520
S: 1.49 -2.88 0.71  -0.459
O: 0.71 5.47 -0.79  -0.734
C: 0.96 4.29 -0.93  0.662
N: 1.21 3.13 -1.06  -0.884

LUMO in eV: 4.1
Total charge: -2
Kohn-Sham gap in eV: 4.2

***

No. 2
A cluster of 2 separate species, C6H13N4O2 in total at a distorted geometry, computed with ωB97M-V/def2-TZVPD.

Last column: natural (NBO) charge in e.
Atoms and positions in Å:
C: 1.36 -0.14 -0.12  0.689
C: 0.76 0.63 1.15  -0.565
C: -0.11 -0.80 -2.15  -0.272
C: -2.18 -0.15 -1.00  -0.282
C: -1.67 -0.67 -2.29  0.094
C: -0.70 0.47 1.09  0.550
N: 0.30 -0.30 -0.88  -0.246
N: -1.06 0.21 -0.17  -0.175
N: -1.53 0.53 2.08  -0.725
N: 3.66 1.07 2.48  -1.106
O: 2.51 -0.39 -0.30  -0.519
O: -2.24 -1.97 -2.59  -0.734
H: 1.12 0.30 2.19  0.286
H: 1.08 1.61 1.03  0.294
H: 0.08 -1.94 -2.25  0.257
H: 0.30 -0.36 -3.10  0.243
H: -2.84 0.69 -1.04  0.247
H: -2.82 -0.98 -0.59  0.259
H: -1.78 -0.01 -3.15  0.211
H: -1.18 1.04 2.96  0.429
H: -2.45 0.33 2.31  0.442
H: 3.88 1.61 3.33  0.367
H: 4.41 1.28 1.80  0.380
H: 3.68 0.09 2.73  0.365
H: -2.58 -2.16 -3.50  0.512

LUMO in eV: -3.5
Total charge: +1
Energy above the lowest of the compared OMol25 structures with the same formula, charge and spin in kJ/mol: 309.0
Kohn-Sham gap in eV: 9.3

***

No. 3
A cluster of 2 separate species, C6H13N5O3 in total at a distorted geometry, computed with ωB97M-V/def2-TZVPD.

Last column: natural (NBO) charge in e.
Atoms and positions in Å:
C: -1.17 0.89 1.33  0.526
C: -1.56 0.51 -1.16  0.542
C: -2.11 -2.51 0.49  1.037
C: 2.30 -1.97 -0.98  -0.676
C: 2.50 -1.28 0.40  -0.069
C: -0.64 0.41 -0.01  -0.091
N: 0.49 -0.28 -0.17  0.066
N: -0.42 1.59 2.08  -0.658
N: -2.62 1.26 -1.01  -0.704
N: -2.49 0.64 1.59  -0.738
N: -1.33 -0.18 -2.30  -0.709
O: -2.95 -1.77 0.30  -0.566
O: 1.26 -0.50 0.81  -0.270
O: -1.24 -3.23 0.74  -0.454
H: 2.14 -1.20 -1.70  0.220
H: 3.24 -2.58 -1.20  0.280
H: 1.53 -2.68 -1.20  0.237
H: 2.84 -1.86 1.23  0.242
H: 3.26 -0.40 0.21  0.224
H: 0.56 1.74 1.84  0.458
H: -0.78 2.08 2.89  0.449
H: -2.76 1.82 -0.22  0.434
H: -3.35 1.23 -1.70  0.439
H: -2.94 -0.05 1.10  0.439
H: -2.81 0.84 2.54  0.437
H: -0.53 -0.80 -2.20  0.457
H: -2.09 -0.10 -2.97  0.447

LUMO in eV: -8.4
Total charge: +2
Energy above the lowest of the compared OMol25 structures with the same formula, charge and spin in kJ/mol: 0.0
Kohn-Sham gap in eV: 9.4

***

No. 4
A structure of composition C6H13NO at a distorted geometry, computed with ωB97M-V/def2-TZVPD.

Last column: natural (NBO) charge in e.
Atoms and positions in Å:
C: -0.17 -0.05 -2.81  -0.444
N: 0.54 -0.66 -1.63  -0.576
C: 0.22 0.28 -0.46  0.049
C: 1.13 0.12 0.75  -0.416
C: 0.21 -0.15 1.97  -0.445
C: -0.60 -1.36 1.90  -0.637
C: -0.30 1.84 -0.22  0.127
O: -1.00 2.22 0.85  -0.595
H: 0.25 0.94 -3.18  0.215
H: -0.32 -0.75 -3.66  0.216
H: -1.19 -0.02 -2.29  0.183
H: 0.36 -1.62 -1.52  0.383
H: -0.85 0.98 -0.76  0.217
H: 1.75 1.00 0.92  0.208
H: 1.85 -0.72 0.55  0.227
H: -0.47 0.75 1.88  0.270
H: 0.68 0.06 3.08  0.199
H: -1.63 -1.20 1.51  0.214
H: -0.09 -2.11 1.25  0.188
H: -0.67 -2.08 2.72  0.227
H: 0.30 2.55 -0.86  0.189

LUMO in eV: -0.5
Energy above the lowest of the compared OMol25 structures with the same formula, charge and spin in kJ/mol: 834.4
Kohn-Sham gap in eV: 7.1

***

No. 5
The molecule C6H13NO at a distorted geometry, computed with ωB97M-V/def2-TZVPD.

Last column: natural (NBO) charge in e.
Atoms and positions in Å:
C: -0.48 -0.39 -0.29  0.226
C: -0.18 0.99 0.23  -0.422
C: 1.35 1.46 -0.09  -0.224
C: 0.43 -1.51 0.18  -0.646
N: 2.11 0.88 -1.19  -0.863
C: -2.04 -0.64 0.25  -0.159
C: -2.41 -0.96 1.50  -0.431
O: -0.55 -0.37 -1.70  -0.736
H: 0.37 -0.28 -2.02  0.488
H: 2.05 1.51 -2.00  0.357
H: 3.10 0.94 -0.94  0.366
H: -0.28 1.05 1.31  0.214
H: -0.83 1.74 -0.24  0.218
H: 1.36 2.55 -0.27  0.173
H: 1.91 1.32 0.84  0.183
H: -2.82 -0.56 -0.52  0.206
H: 0.13 -2.47 -0.25  0.226
H: 1.48 -1.37 -0.11  0.223
H: 0.42 -1.62 1.27  0.208
H: -1.68 -1.06 2.29  0.187
H: -3.44 -1.20 1.75  0.205

LUMO in eV: 0.9
SMILES: C=C[C@@](C)(O)CCN
Energy above the lowest of the compared OMol25 structures with the same formula, charge and spin in kJ/mol: 202.7
Kohn-Sham gap in eV: 10.1

***

No. 6
A cluster of 2 separate species, C6H13NO in total at a distorted geometry, computed with ωB97M-V/def2-TZVPD.

Last column: natural (NBO) charge in e.
Atoms and positions in Å:
O: -2.87 -0.21 0.72  -0.535
C: -2.78 0.17 -0.45  0.256
C: -1.66 0.15 -1.31  -0.182
C: -0.35 -0.52 -0.91  -0.464
C: -0.12 -0.53 0.59  -0.268
C: -0.16 0.85 1.26  -0.612
C: 1.24 -1.10 0.87  -0.479
N: 2.58 0.71 -0.52  -0.965
H: -3.65 0.51 -1.03  0.129
H: -1.88 0.50 -2.31  0.206
H: -0.15 -1.46 -1.43  0.244
H: 0.34 0.25 -1.29  0.270
H: -0.94 -1.16 1.03  0.304
H: -0.21 0.86 2.34  0.220
H: 0.75 1.39 1.04  0.233
H: -0.97 1.39 0.76  0.216
H: 1.40 -2.09 0.45  0.211
H: 1.58 -0.95 1.89  0.220
H: 1.91 -0.42 0.11  0.290
H: 2.38 0.85 -1.50  0.346
H: 3.57 0.81 -0.31  0.361

LUMO in eV: -3.4
Energy above the lowest of the compared OMol25 structures with the same formula, charge and spin in kJ/mol: 779.4
Kohn-Sham gap in eV: 3.7

***

No. 7
A cluster of 2 separate species, C6H13NO in total at a distorted geometry, computed with ωB97M-V/def2-TZVPD.

Last column: natural (NBO) charge in e.
Atoms and positions in Å:
C: 1.02 1.37 0.16  -0.650
N: -0.23 -0.83 1.33  -0.845
C: -0.30 -0.71 -0.08  0.125
C: 0.29 0.36 -0.65  -0.065
C: 0.26 0.50 -2.18  -0.624
C: -0.65 -2.84 -1.27  -0.366
C: -1.16 -1.76 -0.69  -0.225
H: 1.36 2.19 -0.48  0.220
H: 1.88 0.86 0.62  0.206
H: 0.47 1.91 0.94  0.220
H: -0.56 -1.69 1.72  0.382
H: 0.67 -0.49 1.66  0.378
H: -0.61 -0.03 -2.56  0.218
H: 0.12 1.55 -2.44  0.205
H: 1.18 0.07 -2.56  0.210
H: -1.28 -3.66 -1.61  0.198
H: 0.41 -2.96 -1.43  0.199
H: -2.21 -1.54 -0.55  0.212
H: -0.49 3.27 3.16  0.468
H: -0.23 1.79 3.30  0.470
O: 0.07 2.63 3.61  -0.937

LUMO in eV: 0.9
SMILES: C=CC(N)=C(C)C.O
Energy above the lowest of the compared OMol25 structures with the same formula, charge and spin in kJ/mol: 198.4
Kohn-Sham gap in eV: 8.6

***

No. 8
The molecule C6H13NO at a distorted geometry, computed with ωB97M-V/def2-TZVPD.

Last column: natural (NBO) charge in e.
Atoms and positions in Å:
O: 0.95 1.68 -3.33  -0.598
C: 0.77 0.83 -2.48  0.668
N: 1.45 0.88 -1.25  -0.634
C: 1.13 -0.12 -0.21  -0.223
C: 0.05 0.30 0.82  -0.421
C: -0.20 -0.61 2.02  -0.412
C: -1.65 -0.27 2.60  -0.581
C: -0.03 -0.40 -2.64  -0.741
H: 2.01 1.59 -0.86  0.400
H: 2.13 -0.17 0.35  0.192
H: 1.01 -1.06 -0.77  0.211
H: -0.91 0.42 0.23  0.202
H: 0.32 1.33 1.25  0.211
H: 0.43 -0.65 2.90  0.212
H: -0.43 -1.62 1.80  0.202
H: -2.12 -0.76 3.34  0.208
H: -2.34 -0.18 1.73  0.187
H: -1.61 0.70 2.79  0.191
H: 0.52 -1.24 -3.11  0.253
H: -0.87 -0.02 -3.44  0.247
H: -0.62 -0.63 -1.76  0.225

LUMO in eV: 0.9
SMILES: CCCCNC(C)=O
Energy above the lowest of the compared OMol25 structures with the same formula, charge and spin in kJ/mol: 203.2
Kohn-Sham gap in eV: 10.4

***

No. 9
A structure of composition C6H13NO at a distorted geometry, computed with ωB97M-V/def2-TZVPD.

Last column: natural (NBO) charge in e.
Atoms and positions in Å:
C: -0.84 0.25 -0.43  0.677
C: 0.38 0.49 1.72  -0.597
C: 1.59 0.85 -0.45  -0.596
C: 0.85 -1.46 0.21  -0.602
C: -1.10 -0.85 -2.55  0.014
C: 0.51 0.04 0.27  -0.142
N: -0.79 0.07 -1.77  -0.431
O: -1.84 0.62 0.15  -0.573
H: -3.06 2.30 0.11  0.037
H: 0.15 1.55 1.76  0.220
H: 1.31 0.31 2.26  0.205
H: -0.42 -0.05 2.21  0.223
H: 1.35 1.91 -0.43  0.217
H: 2.55 0.70 0.05  0.209
H: 1.69 0.54 -1.49  0.216
H: 0.90 -1.81 -0.82  0.206
H: 0.09 -2.04 0.74  0.214
H: 1.81 -1.63 0.68  0.217
H: -3.46 2.97 0.03  -0.045
H: -1.51 -1.81 -2.22  0.158
H: -0.96 -0.71 -3.61  0.174

LUMO in eV: 0.7
Energy above the lowest of the compared OMol25 structures with the same formula, charge and spin in kJ/mol: 204.1
Kohn-Sham gap in eV: 10.4

***

No. 10
A cluster of 3 separate species, C6H13NO in total at a distorted geometry, computed with ωB97M-V/def2-TZVPD.

Last column: natural (NBO) charge in e.
Atoms and positions in Å:
C: 2.68 0.44 0.00  -0.502
N: 1.82 1.32 -0.75  -0.236
C: 0.71 0.54 -1.25  -0.297
C: -0.09 -0.46 -0.31  -0.234
C: -1.48 -0.88 -0.66  -0.156
C: -2.57 -0.09 -0.18  -0.263
C: -2.64 1.18 0.25  -0.366
O: 1.18 -1.66 2.06  -1.087
H: 2.31 0.18 0.95  0.281
H: 3.67 1.01 0.23  0.225
H: 2.87 -0.53 -0.61  0.193
H: -0.21 1.08 -1.59  0.204
H: 0.99 -0.18 -2.14  0.210
H: -0.27 0.52 1.30  0.402
H: 0.56 -1.41 -0.08  0.347
H: -0.06 -0.01 0.69  -0.019
H: -1.66 -1.62 -1.43  0.240
H: -3.58 -0.46 -0.23  0.224
H: -1.80 1.84 0.32  0.188
H: -3.61 1.54 0.69  0.218
H: 1.17 -2.36 2.75  0.429

LUMO in eV: -3.4
Energy above the lowest of the compared OMol25 structures with the same formula, charge and spin in kJ/mol: 1351.1
Kohn-Sham gap in eV: 4.2

***

No. 11
A cluster of 2 separate species, C6H13NO in total, computed with ωB97M-V/def2-TZVPD.

Last column: natural (NBO) charge in e.
Atoms and positions in Å:
C: 1.05 1.59 -0.27  0.245
C: -1.98 0.83 1.28  -0.219
C: -0.20 -1.61 -1.87  -0.670
C: 0.78 -1.47 0.46  -0.696
C: 0.39 -0.74 -0.80  0.355
N: 1.24 1.57 1.06  -0.741
C: 0.86 0.52 -1.14  -0.406
O: -1.23 0.55 0.18  -0.853
H: 1.21 2.56 -0.72  0.199
H: 0.86 0.79 1.57  0.417
H: 1.30 2.46 1.53  0.399
H: 0.75 0.81 -2.18  0.218
H: -3.03 1.12 1.09  0.139
H: -2.05 -0.06 1.95  0.122
H: -1.49 1.62 1.91  0.107
H: -0.50 -1.03 -2.75  0.224
H: 0.51 -2.39 -2.17  0.223
H: 1.02 -2.51 0.23  0.222
H: -0.05 -1.46 1.16  0.257
H: 1.65 -1.04 0.95  0.215
H: -1.08 -2.11 -1.48  0.243

LUMO (alpha / beta) in eV: 0.0 / 0.0
Energy above the lowest of the compared OMol25 structures with the same formula, charge and spin in kJ/mol: 399.1
Kohn-Sham gap (alpha / beta) in eV: 7.4 / 7.4

***

Please write out number 8 again, unchanged.
The molecule C6H13NO at a distorted geometry, computed with ωB97M-V/def2-TZVPD.

Last column: natural (NBO) charge in e.
Atoms and positions in Å:
O: 0.95 1.68 -3.33  -0.598
C: 0.77 0.83 -2.48  0.668
N: 1.45 0.88 -1.25  -0.634
C: 1.13 -0.12 -0.21  -0.223
C: 0.05 0.30 0.82  -0.421
C: -0.20 -0.61 2.02  -0.412
C: -1.65 -0.27 2.60  -0.581
C: -0.03 -0.40 -2.64  -0.741
H: 2.01 1.59 -0.86  0.400
H: 2.13 -0.17 0.35  0.192
H: 1.01 -1.06 -0.77  0.211
H: -0.91 0.42 0.23  0.202
H: 0.32 1.33 1.25  0.211
H: 0.43 -0.65 2.90  0.212
H: -0.43 -1.62 1.80  0.202
H: -2.12 -0.76 3.34  0.208
H: -2.34 -0.18 1.73  0.187
H: -1.61 0.70 2.79  0.191
H: 0.52 -1.24 -3.11  0.253
H: -0.87 -0.02 -3.44  0.247
H: -0.62 -0.63 -1.76  0.225

LUMO in eV: 0.9
SMILES: CCCCNC(C)=O
Energy above the lowest of the compared OMol25 structures with the same formula, charge and spin in kJ/mol: 203.2
Kohn-Sham gap in eV: 10.4

***

Q: What is the formula in the fifth record?
A: C6H13NO